--- P ---
Computed, not measured: a cluster of 7 separate species, H16O8 in total, with ωB97M-V/def2-TZVPD.

Geometry as XYZ:
```
24
H16O8 ωB97M-V/def2-TZVPD
O -0.084 -1.022 -0.007
O -1.041 -4.258 -0.847
O 2.756 3.158 2.510
O -0.385 -1.139 5.079
O -1.545 -0.473 -0.469
O 1.551 2.091 -2.796
O -2.841 0.291 -3.002
O 2.842 1.190 -0.465
H -0.572 -2.075 4.949
H 2.250 2.766 1.789
H 2.466 0.307 -0.560
H 2.415 4.057 2.574
H 1.066 2.898 -2.591
H -1.874 -4.059 -0.405
H -0.294 -1.812 0.504
H -1.936 -1.329 -0.259
H 2.461 2.387 -2.910
H 2.613 1.633 -1.289
H -1.308 -4.579 -1.716
H 0.825 -0.818 0.240
H -1.843 0.102 0.245
H -1.205 -0.699 4.827
H -3.504 0.903 -3.342
H -2.811 0.480 -2.058
```

Values from the calculation:
- Kohn-Sham gap: 7.416 eV

--- Q ---
Computed, not measured: a cluster of 8 separate species, H16O8 in total, with ωB97M-V/def2-TZVPD.

Geometry as XYZ:
```
24
H16O8 ωB97M-V/def2-TZVPD
O -1.899 -1.682 2.342
O -0.141 -0.244 -0.737
O 1.061 1.902 0.474
O 0.055 -1.976 1.228
O 1.323 0.187 -3.095
O 2.582 -1.047 1.120
O -2.230 0.228 -2.682
O -1.957 2.630 0.715
H -0.101 -0.867 -0.028
H -1.827 0.189 -3.587
H 0.662 2.633 0.982
H 3.056 -1.571 1.756
H 0.941 1.058 -2.926
H -1.875 -1.477 3.249
H 2.099 2.066 0.470
H -2.740 2.960 0.943
H -1.421 0.249 -2.232
H 0.064 -2.537 0.409
H 3.155 -0.931 0.344
H -1.083 -2.006 2.070
H -2.029 1.631 0.580
H 0.496 0.518 -0.291
H 1.051 -1.624 1.281
H 0.756 -0.289 -2.382
```

Values from the calculation:
- Kohn-Sham gap: 10.017 eV

--- R ---
Computed, not measured: a cluster of 8 separate species, H16O8 in total, with ωB97M-V/def2-TZVPD.

Geometry as XYZ:
```
24
H16O8 ωB97M-V/def2-TZVPD
O -0.786 2.927 7.376
O -0.772 0.225 3.339
O 0.091 6.764 -0.180
O -0.734 -4.532 1.794
O 6.066 2.289 1.377
O -5.379 -4.670 4.078
O 1.251 2.051 -0.937
O -6.473 0.289 3.759
H -1.577 3.362 7.056
H -0.871 -0.671 3.017
H 0.823 1.384 -1.474
H 6.487 2.689 0.616
H 0.590 5.950 -0.113
H 0.757 7.451 -0.221
H 2.002 2.334 -1.460
H -0.472 -4.410 0.882
H -6.608 0.686 2.899
H -0.103 -5.161 2.144
H -5.564 0.493 3.977
H -0.106 0.612 2.771
H -4.455 -4.629 3.831
H -0.802 2.065 6.962
H -5.565 -3.809 4.454
H 5.135 2.279 1.158
```

Values from the calculation:
- Kohn-Sham gap: 11.387 eV

--- S ---
Computed, not measured: a structure of composition H16O8, with ωB97M-V/def2-TZVPD.

Geometry as XYZ:
```
24
H16O8 ωB97M-V/def2-TZVPD
O -1.237 2.875 0.231
O 0.032 -0.337 -2.395
O 1.340 -0.346 1.171
O -2.305 -0.393 -0.723
O -0.871 0.040 0.677
O -0.214 1.319 -0.992
O 1.242 -1.424 -0.558
O 0.411 -2.138 2.821
H 0.885 -0.585 -2.752
H 1.848 -0.508 1.966
H 1.785 -0.873 -1.122
H -0.862 2.013 0.048
H -0.767 0.929 -1.669
H 1.408 0.598 1.030
H 0.487 -1.604 2.030
H -0.235 -0.660 0.825
H -1.819 3.046 -0.509
H -1.619 -0.953 -1.086
H 1.210 -0.955 0.276
H -0.396 0.689 0.158
H -1.964 -0.118 0.128
H 0.075 -0.592 -1.473
H 0.463 1.790 -1.477
H 1.105 -1.814 3.396
```

Values from the calculation:
- Kohn-Sham gap: 8.762 eV

Stability, lowest: S

--- P ---
Computed, not measured: a cluster of 8 separate species, H16O8 in total, with ωB97M-V/def2-TZVPD.

Geometry as XYZ:
```
24
H16O8 ωB97M-V/def2-TZVPD
O -2.518 0.897 -0.452
O 3.296 -0.403 3.167
O 2.858 0.427 -1.300
O -2.140 -1.978 1.651
O 0.129 -0.219 -0.336
O -0.239 -0.686 -3.371
O -0.854 2.922 -1.876
O 0.413 -1.037 2.423
H -2.392 -2.875 1.398
H 0.421 -0.179 0.593
H -0.754 0.188 -0.339
H -0.159 -0.675 -2.408
H 1.998 0.239 -0.891
H -2.619 1.660 0.137
H -1.408 2.194 -1.548
H 0.418 -0.055 -3.680
H 0.865 -1.818 2.765
H -0.436 -1.386 2.064
H 2.650 0.670 -2.207
H 3.777 0.267 2.669
H -3.408 0.720 -0.784
H 2.516 -0.595 2.630
H -0.342 3.218 -1.114
H -2.072 -1.496 0.811
```

Values from the calculation:
- Kohn-Sham gap: 10.783 eV

--- Q ---
Computed, not measured: a cluster of 8 separate species, H16O8 in total, with ωB97M-V/def2-TZVPD.

Geometry as XYZ:
```
24
H16O8 ωB97M-V/def2-TZVPD
O 0.781 4.203 1.575
O 0.109 2.574 -1.983
O -2.762 -1.571 -1.385
O -3.549 0.630 -0.319
O 4.659 -1.670 0.718
O -3.270 -1.955 2.183
O 2.870 -1.741 -1.395
O 1.395 -0.452 0.559
H 0.275 1.684 -1.651
H 1.944 -1.647 -1.145
H -3.065 -0.716 -1.711
H -4.174 0.453 -1.031
H 1.158 4.290 0.692
H -3.939 0.197 0.448
H 0.808 -1.184 0.783
H -0.358 3.010 -1.262
H 3.283 -0.931 -1.076
H -2.393 -1.596 2.362
H 1.135 3.367 1.900
H 0.804 0.223 0.207
H 3.831 -1.182 0.643
H 5.277 -1.028 1.087
H -3.343 -2.207 -1.819
H -3.103 -2.875 1.950
```

Values from the calculation:
- Kohn-Sham gap: 10.672 eV

Stability, lowest: Q

--- P ---
Computed, not measured: a cluster of 8 separate species, H16O8 in total, with ωB97M-V/def2-TZVPD.

Geometry as XYZ:
```
24
H16O8 ωB97M-V/def2-TZVPD
O 5.570 4.276 4.231
O 8.110 4.213 9.298
O 4.016 6.656 8.097
O 7.769 5.253 6.119
O 8.645 7.571 7.231
O 4.570 7.482 5.176
O 5.514 4.537 7.679
O 6.066 8.586 7.885
H 7.982 6.142 6.488
H 3.157 6.504 7.737
H 6.248 4.760 7.047
H 8.384 4.720 8.559
H 9.164 8.359 7.394
H 7.756 7.801 7.608
H 5.077 3.860 4.959
H 4.445 5.772 8.150
H 5.091 6.738 5.518
H 5.227 8.162 4.883
H 5.853 3.876 8.294
H 8.660 4.495 10.019
H 5.426 7.935 7.552
H 7.195 5.392 5.347
H 5.005 4.655 3.563
H 5.915 8.545 8.820
```

Values from the calculation:
- Kohn-Sham gap: 11.501 eV

--- Q ---
Computed, not measured: a cluster of 8 separate species, H16O8 in total, with ωB97M-V/def2-TZVPD.

Geometry as XYZ:
```
24
H16O8 ωB97M-V/def2-TZVPD
O 1.789 -0.731 -1.968
O 0.524 -1.890 2.547
O -1.285 -2.615 -0.011
O 1.603 2.586 -0.570
O -1.190 1.905 -0.243
O 1.707 1.296 2.181
O 0.307 -0.419 0.179
O -2.611 -1.061 -1.876
H -0.242 -1.210 0.005
H -0.286 -1.538 2.182
H 2.449 2.717 -0.131
H -1.403 -3.109 -0.812
H -3.083 -0.877 -1.054
H 1.386 3.456 -0.927
H -1.814 -0.635 -1.719
H -1.463 1.960 0.658
H 1.293 -0.588 -1.093
H -2.143 -2.255 0.263
H 1.262 1.083 1.391
H 0.876 -2.384 1.819
H 2.023 2.161 2.144
H 1.098 -0.883 -2.588
H -0.594 2.625 -0.408
H -0.204 0.405 0.029
```

Values from the calculation:
- Kohn-Sham gap: 10.164 eV

--- R ---
Computed, not measured: a structure of composition H16O8, with ωB97M-V/def2-TZVPD.

Geometry as XYZ:
```
24
H16O8 ωB97M-V/def2-TZVPD
O 5.960 0.959 0.125
O -3.447 1.582 -0.914
O -0.699 -2.366 1.405
O 0.423 -0.697 0.428
O -4.066 -1.768 -0.258
O -2.640 1.211 0.487
O 2.970 -3.207 -1.043
O 1.129 4.337 0.136
H -2.699 2.158 -1.109
H -3.292 0.803 -1.460
H -4.873 -1.656 -0.773
H 1.373 -0.849 0.493
H -1.728 1.468 0.665
H 0.345 0.258 0.323
H 3.581 -3.937 -1.194
H -2.563 0.341 0.081
H 1.123 4.278 -0.826
H -3.531 -1.001 -0.490
H 5.987 0.002 0.238
H 1.386 3.453 0.424
H 3.002 -2.701 -1.863
H 5.240 1.101 -0.500
H 0.193 -2.719 1.495
H -0.592 -1.418 1.545
```

Values from the calculation:
- Kohn-Sham gap: 6.780 eV

--- S ---
Computed, not measured: a cluster of 8 separate species, H16O8 in total, with ωB97M-V/def2-TZVPD.

Geometry as XYZ:
```
24
H16O8 ωB97M-V/def2-TZVPD
O 2.434 -1.849 3.568
O -0.617 -3.890 -0.619
O -0.648 -1.353 -2.081
O -0.951 4.029 -1.351
O 0.812 0.246 -0.569
O 0.200 0.689 -3.030
O 0.615 0.522 2.851
O -1.571 1.746 1.544
H -0.528 -1.254 -3.033
H 0.328 -0.020 0.220
H 2.852 -1.211 2.979
H 0.061 0.092 -3.774
H -1.876 1.399 0.698
H -0.465 -2.285 -1.918
H 0.231 0.083 2.084
H -0.132 0.970 3.264
H -0.590 3.233 -0.944
H 1.658 -2.146 3.079
H -1.460 2.690 1.384
H 0.391 1.538 -3.445
H -1.322 -3.700 0.010
H 0.303 -0.133 -1.295
H 0.138 -4.118 -0.064
H -1.786 3.739 -1.735
```

Values from the calculation:
- Kohn-Sham gap: 10.529 eV

Stability, lowest: R